# 1
Formula: C9H19N3S
Source: the OMol25 dataset
Level of theory: ωB97M-V/def2-TZVPD

Output
Total energy   -916.0419 Ha
Frontier orbital gap   8.82 eV
E_LUMO   -0.322 Eh
HOMO energy   -0.646 Ha

```
! RIJCOSX wB97M-V def2-TZVPD def2/J DEFGRID3
* xyz 2 1
C -0.4993 -2.9646 -0.5378
C 0.0986 -0.8692 -1.4894
C -1.6417 -1.2655 0.6721
C 0.2468 1.9793 -2.0618
C 2.5219 0.4865 0.1642
C 1.5300 -1.5151 1.2091
C -3.8303 0.7122 1.2151
C -0.1736 1.4483 -0.6702
C 1.2309 -0.1346 0.6896
N -1.2143 -2.4579 0.3732
N 0.2785 -2.2082 -1.4431
N 0.1900 -0.1018 -0.4525
S -3.0998 -0.4667 0.0431
H -0.5764 -4.0331 -0.7102
H -0.0339 -0.3804 -2.4157
H -1.3046 -0.8417 1.6618
H 1.1029 1.4930 -2.3228
H -0.5490 1.7998 -2.9005
H 0.4229 3.0282 -1.9861
H 2.5794 1.4576 -0.3958
H 3.1863 0.7902 1.0962
H 3.0966 -0.1878 -0.4019
H 2.1303 -1.9566 0.4269
H 0.6137 -1.9456 1.7415
H 2.2264 -1.4558 2.0370
H -3.0540 1.1289 1.9594
H -4.5579 0.2410 1.8983
H -4.2670 1.4959 0.5960
H -1.3027 1.3898 -0.6406
H 0.3649 1.8829 0.1666
H 0.6424 0.4406 1.4164
H 0.6097 -2.6870 -2.3710
*
```


# 2
Formula: C18H21F5N8PRe
Source: the OMol25 dataset
Level of theory: ωB97M-V/def2-TZVPD

Output
Total energy   -2054.6008 Ha
Frontier orbital gap (spin up / spin down)   7.13 / 7.17 eV
E_LUMO (spin up / spin down)   -0.407 / -0.406 Eh
HOMO energy (spin up / spin down)   -0.670 / -0.669 Ha
⟨S²⟩   0.7575

```
! RIJCOSX wB97M-V def2-TZVPD def2/J DEFGRID3
* xyz 3 2
Re -0.3397 0.6704 -0.8863
C 5.1257 0.7702 0.1915
N 3.8820 1.0389 -0.5437
C 3.8365 1.6853 -1.7438
C 2.5315 1.7370 -2.1194
N 1.7577 1.1341 -1.1499
C 2.6253 0.7147 -0.2060
P 2.1760 -0.2635 1.2479
C 0.8087 0.8383 1.7906
N -0.1416 1.3550 0.9839
C -0.9626 2.1561 1.7433
C -0.4924 2.1251 3.0178
N 0.5988 1.2900 3.0317
C 1.3928 0.9786 4.2344
C 1.2078 -1.5122 0.3018
N 0.2857 -1.2351 -0.6520
C -0.2078 -2.4373 -1.1180
C 0.4343 -3.4313 -0.4587
N 1.2981 -2.8375 0.4322
C 2.1848 -3.6011 1.3262
H 5.6828 1.6993 0.2799
H 5.7123 0.0346 -0.3536
H 4.8910 0.3971 1.1841
H 4.7228 2.0546 -2.2321
H 2.1376 2.1703 -3.0146
H -1.7917 2.7040 1.3276
H -0.8357 2.6284 3.9063
H 1.1928 1.7467 4.9753
H 2.4499 0.9911 3.9856
H 1.1000 0.0077 4.6269
H -0.9496 -2.5004 -1.8956
H 0.3589 -4.5022 -0.5505
H 1.5846 -4.3174 1.8810
H 2.6771 -2.9213 2.0148
H 2.9266 -4.1206 0.7240
F -0.8737 2.7700 -1.2021
C -0.7810 2.0091 -2.4202
F 0.1326 2.5426 -3.1992
C -2.1428 2.1270 -3.1541
F -2.1920 3.2137 -3.8780
F -2.2630 1.0481 -3.9420
F -3.1408 2.1326 -2.2712
C -5.4411 -1.6788 -1.2804
N -4.1909 -1.1545 -0.7020
C -3.8201 -1.2234 0.6223
C -2.6326 -0.5831 0.7238
N -2.2651 -0.1092 -0.5329
C -3.2461 -0.4980 -1.3616
H -6.0179 -2.1312 -0.4802
H -5.2079 -2.4292 -2.0310
H -6.0061 -0.8602 -1.7180
H -4.4396 -1.6992 1.3631
H -2.0363 -0.4099 1.6015
H -3.2963 -0.3137 -2.4202
*
```


# 3
Formula: C4H6O2
Source: the OMol25 dataset
Level of theory: ωB97M-V/def2-TZVPD

Output
Total energy   -306.4203 Ha
SMILES   O=C/C=C\CO
Frontier orbital gap   10.05 eV
E_LUMO   0.006 Eh
HOMO energy   -0.363 Ha

```
! RIJCOSX wB97M-V def2-TZVPD def2/J DEFGRID3
* xyz 0 1
O -0.3887 -0.3888 -1.8869
C -1.2192 -0.3366 -1.0015
C -1.1076 0.1838 0.3800
C -0.0221 -0.1716 1.0694
C 1.3056 -0.0049 0.3634
O 1.2486 1.1925 -0.3884
H -2.1681 -0.9046 -1.0931
H -1.9771 0.6417 0.8264
H -0.0592 -0.3273 2.1475
H 2.0550 0.1435 1.1476
H 1.6168 -0.8232 -0.2987
H 0.7656 0.9581 -1.1969
*
```


# 4
Formula: C4H6O2
Source: the OMol25 dataset
Level of theory: ωB97M-V/def2-TZVPD

Output
Total energy   -306.4532 Ha
SMILES   O=CCCC=O
Frontier orbital gap   10.68 eV
E_LUMO   0.026 Eh
HOMO energy   -0.366 Ha

```
! RIJCOSX wB97M-V def2-TZVPD def2/J DEFGRID3
* xyz 0 1
O 0.8703 -1.0388 -2.2440
C 0.8002 -0.4762 -1.1393
C -0.1781 -0.8585 -0.0920
C -0.0186 -0.3033 1.2819
C -0.6827 1.0276 1.4709
O -0.7925 1.7578 0.5235
H 1.4691 0.2956 -0.9563
H -1.1273 -0.5929 -0.4391
H -0.1676 -1.9494 -0.0262
H 1.0145 -0.1450 1.6060
H -0.3146 -1.0130 2.0240
H -1.0222 1.3140 2.4265
*
```


# 5
Formula: C18H32B2N3O36S5
Source: the OMol25 dataset
Level of theory: ωB97M-V/def2-TZVPD

Output
Total energy   -5618.4169 Ha
Frontier orbital gap   4.95 eV
E_LUMO   -0.154 Eh
HOMO energy   -0.336 Ha

```
! RIJCOSX wB97M-V def2-TZVPD def2/J DEFGRID3
* xyz 1 1
N 5.0546 -3.5167 -0.6641
H 5.1880 -2.5819 -0.3057
H 4.1378 -3.6021 -1.0792
H 4.9484 -4.2395 0.0333
H 5.7806 -3.7668 -1.3202
N -0.2009 -0.1546 -7.2519
H -0.8256 0.4021 -7.8174
H -0.5376 -0.1113 -6.3007
H 0.7544 0.1723 -7.2751
H -0.3395 -1.1039 -7.5678
N 2.4592 4.1410 5.4604
H 1.8102 4.2605 6.2251
H 2.3663 3.1937 5.1226
H 3.4133 4.3907 5.6783
H 2.0955 4.5564 4.6146
O -0.5571 -0.3129 -2.6157
C -0.2158 -0.5446 -1.4524
O -0.7745 -0.1912 -0.3199
B -0.0692 -0.6764 0.8267
O 1.1151 -1.3332 0.2980
C 1.1530 -1.2237 -1.0505
O 2.1608 -1.5596 -1.6993
O 0.4427 0.4641 1.7347
C -0.0500 0.3059 2.9202
O 0.1579 1.0358 3.9500
C -0.8805 -1.0150 2.9094
O -0.9856 -1.4723 1.6299
O -1.4578 -1.5191 3.9115
O 2.7995 -8.1188 8.8422
C 2.6751 -7.4451 7.8126
O 2.3641 -7.7760 6.5658
B 2.3577 -6.5054 5.6937
O 2.6857 -5.4207 6.6573
C 2.9437 -5.8845 7.8287
O 3.3788 -5.2901 8.7636
O 3.4563 -6.4426 4.7137
C 3.0649 -6.0163 3.5765
O 3.8221 -5.9549 2.6018
C 1.5174 -5.9309 3.5782
O 1.1567 -6.2695 4.8208
O 0.7616 -5.6084 2.7068
C 4.0956 -4.0786 -9.0973
C 5.3599 -3.5034 -9.7028
O 5.7584 -2.5047 -8.8244
S 4.6853 -2.0731 -7.6875
O 4.3192 -0.6799 -7.6580
O 5.0013 -2.7560 -6.3750
O 3.5294 -2.9848 -8.5382
H 4.2855 -4.8166 -8.3179
H 3.4505 -4.6947 -9.7238
H 5.3221 -3.1717 -10.7405
H 6.1338 -4.2641 -9.6004
C -4.2796 3.9642 8.6675
C -3.5159 2.6918 8.1597
O -2.1740 3.0394 7.8545
S -2.0352 4.7077 7.6854
O -1.5220 5.0564 6.3440
O -1.3146 5.2273 8.8102
O -3.6885 4.9630 7.7966
H -3.8664 4.0806 9.6694
H -5.3619 3.8996 8.5555
H -3.7366 2.2729 7.1780
H -3.3157 2.0262 8.9994
C 2.1768 5.7300 -2.7971
C 3.6736 6.0222 -3.0654
O 4.2435 4.9724 -2.2738
S 3.3370 3.5859 -2.4400
O 3.1096 3.0915 -1.0346
O 3.9977 2.6106 -3.3787
O 2.0633 4.4105 -3.0030
H 1.6828 6.4039 -3.4970
H 2.0241 5.9430 -1.7390
H 4.1416 6.8826 -2.5870
H 4.0271 5.9569 -4.0944
C -5.3593 2.9368 -3.7776
C -4.3279 2.9863 -2.5986
O -3.8021 4.3220 -2.5763
S -4.4884 5.2696 -3.7165
O -3.4964 6.1601 -4.2759
O -5.7964 5.8258 -3.3244
O -4.7817 3.8530 -4.5491
H -6.3362 3.2704 -3.4277
H -5.4398 2.0155 -4.3546
H -3.4563 2.3359 -2.6713
H -4.6970 2.8155 -1.5873
C -7.0269 -1.6970 -0.7557
C -5.4966 -1.8097 -0.6927
O -5.1054 -0.8051 0.1329
S -6.1994 -0.6742 1.3504
O -6.4376 0.7137 1.7690
O -5.8826 -1.6484 2.3352
O -7.4924 -1.1296 0.4545
H -7.5974 -2.6250 -0.7959
H -7.3257 -0.9408 -1.4816
H -4.9123 -1.7943 -1.6127
H -5.2768 -2.7258 -0.1445
*
```


# 6
Formula: C7H9Cl
Source: the OMol25 dataset
Level of theory: ωB97M-V/def2-TZVPD

Output
Total energy   -732.0766 Ha
Frontier orbital gap (spin up / spin down)   7.04 / 7.07 eV
E_LUMO (spin up / spin down)   -0.050 / -0.050 Eh
HOMO energy (spin up / spin down)   -0.309 / -0.310 Ha

```
! RIJCOSX wB97M-V def2-TZVPD def2/J DEFGRID3
* xyz 0 1
C 0.6243 -3.2160 0.2505
C 1.3493 -3.0422 -0.7166
C -0.9590 -0.4301 -0.9462
C 2.0294 -2.8080 -1.8672
C -0.1295 0.3103 -0.2176
C 1.2769 0.6345 -0.6650
C -0.6489 1.1001 1.0006
Cl 3.6194 -3.2176 -2.2141
H 0.0294 -3.4768 1.0925
H -0.8503 -1.1862 -1.7226
H -1.9244 -0.6092 -0.4869
H 1.9533 0.7332 0.1775
H 1.2907 1.4538 -1.2699
H 1.8510 -0.1091 -1.2132
H 0.1559 1.3714 1.7047
H -1.5809 0.6224 1.4429
H -1.0913 2.0478 0.7880
*
```


# 7
Formula: C2HBrN2O
Source: the OMol25 dataset
Level of theory: ωB97M-V/def2-TZVPD

Output
Total energy   -2835.2252 Ha
Frontier orbital gap (spin up / spin down)   10.06 / 10.05 eV
E_LUMO (spin up / spin down)   0.005 / 0.005 Eh
HOMO energy (spin up / spin down)   -0.364 / -0.364 Ha

```
! RIJCOSX wB97M-V def2-TZVPD def2/J DEFGRID3
* xyz 0 1
C 0.9082 2.1467 -0.4371
C 0.6988 1.1128 -1.0418
N -1.6826 -3.0004 1.6450
N -0.5430 -1.1154 0.9622
O -1.0790 -2.0959 1.2380
Br 0.4782 -0.1754 -2.2738
H 1.2195 3.1276 -0.0924
*
```


# 8
Formula: C12H43N3O8
Source: the OMol25 dataset
Level of theory: ωB97M-V/def2-TZVPD

Output
Total energy   -1249.1724 Ha
SMILES   COC[C@H](C)N.COC[C@H](C)N.COC[C@H](C)N.O.O.O.O.O
Frontier orbital gap   9.54 eV
E_LUMO   0.014 Eh
HOMO energy   -0.336 Ha

```
! RIJCOSX wB97M-V def2-TZVPD def2/J DEFGRID3
* xyz 0 1
C -3.7285 0.6433 1.1451
O -3.7656 -0.6137 0.5112
C -2.4654 -1.1472 0.3534
C -2.5692 -2.5943 -0.0511
C -3.3011 -3.4241 1.0053
N -1.1921 -3.1085 -0.2133
H -4.7241 1.0811 1.0989
H -3.0376 1.3304 0.6361
H -3.4250 0.5489 2.1941
H -1.9202 -0.5668 -0.4056
H -1.9013 -1.0666 1.2976
H -3.1495 -2.6750 -0.9804
H -2.7503 -3.4343 1.9474
H -3.3654 -4.4653 0.6656
H -4.3249 -3.0824 1.1403
H -0.7300 -2.5466 -0.9268
H -1.2364 -4.0438 -0.6084
C 0.0302 1.5404 0.8604
O -0.5067 1.9162 2.1045
C 0.3744 1.6519 3.1632
C -0.2934 2.0076 4.4692
C -0.5390 3.4934 4.5981
N 0.6128 1.5566 5.5404
H 1.0676 1.8949 0.7648
H -0.5520 1.9992 0.0612
H 0.0103 0.4576 0.6953
H 0.6636 0.5891 3.1790
H 1.2928 2.2513 3.0570
H -1.2630 1.4933 4.5262
H -1.0453 3.7217 5.5372
H -1.2134 3.8326 3.8037
H 0.3783 4.0731 4.4979
H 0.1714 1.6595 6.4485
H 0.7749 0.5564 5.4479
C 2.1476 -1.4606 0.8517
O 2.4025 -0.8151 -0.3880
C 3.5587 -0.0226 -0.3940
C 3.6896 0.6506 -1.7385
C 3.7706 -0.3494 -2.8883
N 4.9077 1.4540 -1.7220
H 1.1843 -1.9643 0.7635
H 2.0725 -0.7335 1.6673
H 2.9288 -2.1892 1.0886
H 3.5062 0.7525 0.3865
H 4.4506 -0.6336 -0.1858
H 2.7809 1.2634 -1.8821
H 2.8271 -0.8808 -3.0086
H 4.5572 -1.0752 -2.6712
H 3.9946 0.1714 -3.8182
H 5.0138 1.9744 -2.5824
H 4.9308 2.1190 -0.9592
O -2.0348 -1.3894 -3.6253
H -1.3121 -1.3528 -2.9743
H -1.6285 -1.7371 -4.4289
O 0.2801 -1.9199 -5.2433
H 1.0555 -2.3101 -5.6554
H 0.6239 -1.2480 -4.6424
O -2.7587 1.0867 -2.8643
H -2.5178 0.2305 -3.2742
H -3.6604 0.9832 -2.5531
O 0.1684 -0.9416 -1.9230
H 1.0308 -1.0744 -1.4914
H 0.1940 -0.0243 -2.2541
O 0.0194 1.6338 -3.0683
H -0.9389 1.7556 -2.9099
H 0.3787 2.5172 -3.1750
*
```


# 9
Formula: C22H35FeNO3P2S
Source: the OMol25 dataset
Level of theory: ωB97M-V/def2-TZVPD

Output
Total energy   -3484.0019 Ha
Frontier orbital gap (spin up / spin down)   5.73 / 7.50 eV
E_LUMO (spin up / spin down)   -0.017 / 0.000 Eh
HOMO energy (spin up / spin down)   -0.228 / -0.275 Ha
⟨S²⟩   6.1197

```
! RIJCOSX wB97M-V def2-TZVPD def2/J DEFGRID3
* xyz 0 5
P -0.4444 -2.4771 -1.6384
P -0.0671 0.8021 -1.9231
C -0.8710 -1.6094 -3.1537
C 0.0933 -0.4745 -3.3882
H -1.9102 -1.2711 -3.0262
H -0.8577 -2.3683 -3.9336
H 1.1441 -0.7910 -3.4133
H -0.1317 0.0085 -4.3445
C -1.8445 1.2478 -2.1688
H -1.9308 2.3367 -2.2560
H -2.4215 0.9001 -1.3008
H -2.2009 0.8046 -3.1075
C 0.4566 2.0579 -3.2890
H -0.2733 1.9762 -4.1051
H 1.4407 1.8272 -3.7304
H 0.4864 3.1003 -2.9447
C -2.0174 -3.4199 -1.5730
H -2.4278 -3.3053 -0.5471
H -1.7839 -4.4581 -1.8148
H -2.7273 -3.0419 -2.3149
C 0.7782 -3.6153 -2.3147
H 1.6149 -2.9593 -2.5808
H 0.3712 -4.0856 -3.2125
H 1.1051 -4.3770 -1.6009
Fe -1.1502 -2.0714 0.1955
C 1.0594 3.7138 -0.7144
C 0.1754 2.6711 -0.4206
C 0.3741 1.7685 0.7842
C 1.6690 0.9037 0.7717
C 2.6508 1.1503 -0.2792
C 2.5003 1.4113 -1.6074
C 3.1020 2.7272 -1.9613
C 2.5292 3.7540 -0.9422
C -0.4036 -3.9172 0.7048
H 0.6027 4.7230 -0.7192
H -0.8891 2.9616 -0.5592
H -0.4708 1.0760 0.9458
H 0.4497 2.4318 1.6701
H 2.1531 1.0920 1.7450
H 1.4571 -0.1679 0.7176
H 3.6648 1.2320 0.0979
H 2.3970 0.6774 -2.4246
H 2.9437 3.0513 -2.9892
H 4.2015 2.6828 -1.8923
H 3.0832 3.6396 0.0044
H 2.7755 4.7655 -1.2834
H 0.6681 -3.9398 0.9865
H -0.5457 -4.7975 0.0434
H -1.0237 -4.0774 1.6116
O 1.2451 -1.4454 2.4875
S 0.0018 -1.8214 3.1008
O -0.0615 -3.1268 3.6914
N -1.2961 -1.5030 1.9807
C -2.2346 -0.5757 2.4266
O -3.1232 -0.1661 1.6626
C -1.9168 -0.1496 3.8053
C -2.6269 0.7349 4.6170
C -2.1076 1.0446 5.8689
C -0.8442 0.5744 6.2661
C -0.0967 -0.2460 5.4192
C -0.6836 -0.6139 4.2177
H -3.5668 1.1055 4.2225
H -2.7004 1.6562 6.5445
H -0.4442 0.8509 7.2336
H 0.9014 -0.5881 5.6514
*
```


# 10
Formula: C6H12O
Source: the OMol25 dataset
Level of theory: ωB97M-V/def2-TZVPD

Output
Total energy   -310.8960 Ha
Frontier orbital gap   8.50 eV
E_LUMO   0.007 Eh
HOMO energy   -0.305 Ha

```
! RIJCOSX wB97M-V def2-TZVPD def2/J DEFGRID3
* xyz 0 1
C 1.7490 -0.8158 -0.7893
C 0.9654 0.3497 -0.2136
O 0.7348 1.3020 -1.2419
C -0.9776 1.4613 0.3149
C -0.4629 0.0744 0.3896
C -0.5446 -0.7550 1.6406
C -1.3480 -0.1575 -0.7766
H 2.6636 -0.4320 -1.2570
H 2.0291 -1.5326 -0.0145
H 1.1755 -1.3357 -1.5656
H 1.5624 0.8466 0.5661
H -2.0040 1.7683 0.3333
H -0.2827 2.2848 0.5685
H 0.0695 -0.3207 2.4374
H -0.2100 -1.7773 1.4375
H -1.5845 -0.7969 1.9814
H -0.0962 0.9652 -1.6476
H -2.4222 -0.2234 -0.6365
H -1.0167 -0.9053 -1.5265
*
```


# 11
Formula: C5H10N3
Source: the OMol25 dataset
Level of theory: ωB97M-V/def2-TZVPD

Output
Total energy   -360.3639 Ha
Frontier orbital gap   9.58 eV
E_LUMO   -0.123 Eh
HOMO energy   -0.475 Ha

```
! RIJCOSX wB97M-V def2-TZVPD def2/J DEFGRID3
* xyz 1 1
C -0.0796 -0.3619 -1.2105
C 0.4000 -1.6613 -0.5787
C -0.9203 -0.3726 0.0721
C 0.7282 0.7882 1.7120
C 0.5101 1.5664 0.6815
N -0.4499 -1.5952 0.5465
N -0.6442 0.6748 1.1049
N 0.5923 2.6498 -0.0784
H 0.5502 0.5366 -1.4417
H -0.7871 -0.4711 -2.0802
H 0.2364 -2.6322 -1.1986
H 1.4183 -1.5764 -0.2589
H -2.0541 -0.3566 0.1219
H 1.2397 0.3328 2.5535
H -0.9817 -2.3587 1.0948
H -1.2878 1.1409 1.6858
H 0.2419 2.4464 -1.0237
H 0.7364 3.5980 0.2060
*
```


# 12
Formula: C6H12NO
Source: the OMol25 dataset
Level of theory: ωB97M-V/def2-TZVPD

Output
Total energy   -365.3786 Ha
Frontier orbital gap (spin up / spin down)   8.88 / 7.90 eV
E_LUMO (spin up / spin down)   -0.133 / -0.152 Eh
HOMO energy (spin up / spin down)   -0.460 / -0.442 Ha

```
! RIJCOSX wB97M-V def2-TZVPD def2/J DEFGRID3
* xyz 1 1
C -0.9324 2.7823 0.5026
C 0.3269 0.4918 0.6596
C -0.2557 -0.1953 -0.4675
C 0.9340 0.5418 2.0250
C 0.1089 -1.6595 -0.5979
C -1.5696 0.2378 -1.0460
N 1.0376 0.7218 -0.6306
O -0.5376 3.3952 -0.4231
H -1.6137 2.6893 1.3657
H 1.8588 -0.0001 2.0381
H 0.2790 0.2200 2.7905
H 1.2517 1.6440 2.1290
H -0.6989 -2.2786 -0.3443
H 0.9957 -2.0319 -0.1454
H 0.1578 -1.8621 -1.6584
H -1.5843 1.3421 -1.1510
H -2.3177 -0.1021 -0.3722
H -1.8217 -0.0531 -2.0121
H 0.9416 1.5908 -1.1032
H 1.6154 0.0132 -1.0871
*
```


Which of these has the lowest total energy? C18H32B2N3O36S5